w.
The following is a DFT calculation (wB97M-V/def2-TZVPD) of an isolated ion of composition C3H10NO and charge +1.

- SMILES string: C[NH2+]CCO
- Highest occupied orbital energy: -15.45 eV
- Net charge: +1

Bonds (Å) are listed after each position.
Geometry (Å):
1 O 0.533 0.608 1.513  C2 1.409, H6 0.965
2 C 0.847 -0.674 1.018  O1 1.409, C3 1.541, H7 1.077, H8 1.070
3 C -0.192 -1.062 -0.053  C2 1.541, N4 1.515, H9 1.081, H10 1.090
4 N -0.965 0.165 -0.488  C3 1.515, C5 1.482, H11 1.013, H12 1.019
5 C -0.154 1.120 -1.278  N4 1.482, H13 1.076, H14 1.084, H15 1.089
6 H 0.511 0.678 2.475  O1 0.965
7 H 0.842 -1.435 1.779  C2 1.077
8 H 1.825 -0.642 0.584  C2 1.070
9 H 0.247 -1.447 -0.963  C3 1.081
10 H -0.933 -1.765 0.329  C3 1.090
11 H -1.743 -0.229 -1.004  N4 1.013
12 H -1.275 0.672 0.340  N4 1.019
13 H 0.117 0.689 -2.226  C5 1.076
14 H -0.475 2.155 -1.238  C5 1.084
15 H 0.817 1.168 -0.788  C5 1.089



x.
The following is a DFT calculation (wB97M-V/def2-TZVPD) of a 2-piece molecular cluster, C3H10NO overall.

- Highest occupied orbital energy: -15.41 eV
- Net charge: +1

Bonds (Å) are listed after each position.
Geometry (Å):
1 C 1.140 1.169 0.031  O2 1.482, C3 1.507, H4 1.090, H5 1.085
2 O 0.606 0.156 0.971  C1 1.482, H6 0.963
3 C 1.855 0.537 -1.136  C1 1.507, H7 1.089, H8 1.094, H9 1.088
4 H 0.255 1.703 -0.315  C1 1.090
5 H 1.774 1.841 0.599  C1 1.085
6 H 1.374 -0.218 1.416  O2 0.963
7 H 1.214 -0.109 -1.734  C3 1.089
8 H 2.167 1.341 -1.809  C3 1.094
9 H 2.749 -0.007 -0.840  C3 1.088
10 C -2.490 -0.922 0.400  N11 1.268, H12 1.085, H13 1.085
11 N -1.397 -0.998 -0.239  C10 1.268, H14 1.084, H15 1.015
12 H -3.429 -1.249 -0.032  C10 1.085
13 H -2.491 -0.526 1.410  C10 1.085
14 H -0.497 -0.609 0.222  N11 1.084
15 H -1.409 -1.351 -1.191  N11 1.015



w is preferred energetically. Next in line: 23.9 kJ/mol higher.



w.
The following is a DFT calculation (wB97M-V/def2-TZVPD) of a 2-piece molecular cluster, C3H10NO overall.

- Highest occupied orbital energy: -15.17 eV
- Net charge: +1

Bonds (Å) are listed after each position.
Geometry (Å):
1 C 1.291 -2.259 1.309  O2 1.428, H3 1.078, H4 1.102, H5 1.087
2 O 0.930 -1.054 0.633  C1 1.428, H6 0.964
3 H 0.552 -3.016 1.103  C1 1.078
4 H 1.559 -2.058 2.359  C1 1.102
5 H 2.286 -2.617 1.057  C1 1.087
6 H 1.494 -0.850 -0.121  O2 0.964
7 C -0.733 1.869 -0.862  C8 1.328, N9 1.465, H10 1.080
8 C -1.093 1.334 -2.023  C7 1.328, H11 1.082, H12 1.089
9 N -0.708 1.045 0.348  C7 1.465, H13 1.017, H14 1.055, H15 1.021
10 H -0.412 2.900 -0.855  C7 1.080
11 H -1.463 1.972 -2.815  C8 1.082
12 H -1.402 0.290 -2.037  C8 1.089
13 H -0.926 1.633 1.149  N9 1.017
14 H 0.121 0.410 0.498  N9 1.055
15 H -1.495 0.402 0.257  N9 1.021



x.
The following is a DFT calculation (wB97M-V/def2-TZVPD) of a 2-piece molecular cluster, C3H10NO overall.

- Highest occupied orbital energy: -14.57 eV
- Net charge: +1

Bonds (Å) are listed after each position.
Geometry (Å):
1 C -0.080 -0.070 2.751  C2 1.534, H5 1.085, H6 1.094, H7 1.074
2 C 0.196 0.160 1.260  C1 1.534, C3 1.326, H8 1.085
3 C -0.739 -0.236 0.408  C2 1.326, N4 1.462, H9 1.079
4 N -0.566 -0.031 -1.030  C3 1.462, H10 1.001, H11 1.019, H12 1.023
5 H 0.892 -0.156 3.224  C1 1.085
6 H -0.716 0.741 3.119  C1 1.094
7 H -0.724 -0.890 3.008  C1 1.074
8 H 1.111 0.742 1.263  C2 1.085
9 H -1.626 -0.627 0.883  C3 1.079
10 H -0.005 -0.737 -1.463  N4 1.001
11 H -1.413 -0.149 -1.584  N4 1.019
12 H -0.088 0.832 -1.301  N4 1.023
13 H 0.924 0.690 -3.932  O15 0.972
14 H 1.595 -0.540 -3.494  O15 0.966
15 O 1.237 0.271 -3.113  H13 0.972, H14 0.966



x is preferred energetically. Next in line: 46.2 kJ/mol higher.



w.
The following is a DFT calculation (wB97M-V/def2-TZVPD) of a 2-piece molecular cluster, C3H9O3P overall.

- Highest occupied orbital energy: -9.08 eV

Bonds (Å) are listed after each position.
Geometry (Å):
1 C -1.407 1.595 0.855  P7 1.709, H8 1.140, H9 1.013
2 C -1.178 -2.207 -0.717  O5 1.487, H10 1.102, H11 1.149, H12 1.032
3 C 2.081 1.211 -0.046  O6 1.412, H13 1.113, H14 1.142, H15 1.117
4 O -1.519 0.462 -1.734  P7 1.451
5 O -1.446 -1.133 0.275  C2 1.487, P7 1.568
6 O 1.296 0.050 0.132  C3 1.412, H16 1.079
7 P -1.492 0.329 -0.290  C1 1.709, O4 1.451, O5 1.568
8 H -1.926 1.504 1.866  C1 1.140
9 H -1.669 2.449 0.379  C1 1.013
10 H -0.322 -1.956 -1.365  C2 1.102
11 H -2.146 -2.412 -1.300  C2 1.149
12 H -1.001 -3.047 -0.144  C2 1.032
13 H 2.933 1.280 0.667  C3 1.113
14 H 1.400 2.122 0.058  C3 1.142
15 H 2.467 1.347 -1.085  C3 1.117
16 H 0.660 0.357 0.948  O6 1.079



x.
The following is a DFT calculation (wB97M-V/def2-TZVPD) of a 2-piece molecular cluster, C3H9O3P overall.

- Highest occupied orbital energy: -9.20 eV

Bonds (Å) are listed after each position.
Geometry (Å):
1 C 1.612 2.321 0.293  P7 1.709, H8 1.046, H9 1.138
2 C 1.251 -1.751 0.437  O5 1.441, H10 1.054, H11 1.143, H12 1.079
3 C -2.799 -0.094 -1.113  O6 1.324, H13 1.069, H14 1.046, H15 1.113
4 O 2.237 0.215 2.261  P7 1.489
5 O 1.119 -0.380 0.012  C2 1.441, P7 1.612
6 O -1.841 -0.394 -0.251  C3 1.324, H16 0.913
7 P 1.786 0.751 0.947  C1 1.709, O4 1.489, O5 1.612
8 H 1.468 2.519 -0.724  C1 1.046
9 H 2.005 3.237 0.841  C1 1.138
10 H 2.086 -1.973 1.040  C2 1.054
11 H 1.394 -2.537 -0.381  C2 1.143
12 H 0.289 -2.019 0.844  C2 1.079
13 H -2.454 -0.406 -2.075  C3 1.069
14 H -3.089 0.910 -1.155  C3 1.046
15 H -3.695 -0.742 -0.982  C3 1.113
16 H -1.367 0.343 0.006  O6 0.913



w is preferred energetically. Next in line: 19.8 kJ/mol higher.



w.
The following is a DFT calculation (wB97M-V/def2-TZVPD) of a 2-piece molecular cluster, C6H11N2 overall.

- Highest occupied orbital energy: -14.39 eV
- Net charge: +1

Bonds (Å) are listed after each position.
Geometry (Å):
1 C 0.832 -1.441 -0.215  C2 1.241, C3 1.445
2 C -0.227 -0.845 -0.464  C1 1.241, C6 1.388
3 C 2.245 -1.158 -0.099  C1 1.445, C4 1.667, H9 1.018, H10 1.026
4 C 2.200 0.468 0.260  C3 1.667, C5 1.563, H11 1.069, H12 1.091
5 C 0.965 1.210 -0.344  C4 1.563, C6 1.485, H13 1.088, H14 1.062
6 C -0.340 0.515 -0.210  C2 1.388, C5 1.485, N7 1.315
7 N -1.492 1.032 0.158  C6 1.315, H15 0.958, H16 1.110
8 N -3.167 -0.781 0.022  H17 1.002, H18 0.966, H19 0.998
9 H 2.770 -1.801 0.490  C3 1.018
10 H 2.681 -1.297 -1.018  C3 1.026
11 H 2.090 0.507 1.323  C4 1.069
12 H 3.203 0.898 0.235  C4 1.091
13 H 0.871 2.210 0.077  C5 1.088
14 H 1.131 1.485 -1.356  C5 1.062
15 H -1.506 1.820 0.703  N7 0.958
16 H -2.443 0.467 0.069  N7 1.110
17 H -2.487 -1.420 -0.341  N8 1.002
18 H -4.094 -0.741 -0.245  N8 0.966
19 H -3.233 -1.129 0.955  N8 0.998



x.
The following is a DFT calculation (wB97M-V/def2-TZVPD) of an isolated ion of composition C6H11N2 and charge +1.

- Highest occupied orbital energy (alpha / beta): -13.16 / -13.16 eV
- Net charge: +1

Bonds (Å) are listed after each position.
Geometry (Å):
1 C -2.029 -1.118 -0.178  C3 1.473, C5 1.458, H9 1.099, H10 1.162
2 C 0.718 1.187 0.079  C4 1.536, N7 1.455, H11 1.163, H12 0.996
3 C -0.720 -0.685 -0.695  C1 1.473, C5 1.501, H13 1.063
4 C -0.652 1.310 0.762  C2 1.536, C5 1.498, N8 1.435, H14 1.082
5 C -1.440 0.100 0.364  C1 1.458, C3 1.501, C4 1.498, N8 1.471
6 C 2.045 -0.649 -0.853  N7 1.388, H15 1.173, H16 1.170, H17 1.117
7 N 1.069 -0.224 0.039  C2 1.455, C6 1.388
8 N -0.757 0.198 1.663  C4 1.435, C5 1.471, H18 1.018, H19 1.118
9 H -2.628 -1.011 -1.093  C1 1.099
10 H -2.238 -2.083 0.436  C1 1.162
11 H 0.597 1.483 -1.040  C2 1.163
12 H 1.473 1.743 0.415  C2 0.996
13 H -0.691 -0.319 -1.693  C3 1.063
14 H -0.742 2.363 0.992  C4 1.082
15 H 2.093 -1.800 -1.077  C6 1.173
16 H 1.957 -0.193 -1.926  C6 1.170
17 H 3.067 -0.386 -0.485  C6 1.117
18 H 0.211 -0.119 1.669  N8 1.018
19 H -1.333 0.201 2.621  N8 1.118



w is preferred energetically. Next in line: 344.3 kJ/mol higher.



w.
The following is a DFT calculation (wB97M-V/def2-TZVPD) of a 2-piece molecular cluster, C6H11N2 overall.

- Highest occupied orbital energy (alpha / beta): -12.39 / -12.39 eV
- Net charge: +1

Bonds (Å) are listed after each position.
Geometry (Å):
1 C 1.868 0.784 -0.859  C2 1.271, H9 1.083, H18 1.081
2 C 0.687 0.749 -0.390  C1 1.271, C6 1.408
3 C -0.903 2.407 -0.740  C6 1.564, H10 1.087, H11 1.087, H12 1.086
4 C -1.644 -0.039 -0.643  C6 1.527, H13 1.084, H14 1.087, H15 1.087
5 C 1.285 -3.434 1.855  N7 1.248, H16 1.075, H17 1.075
6 C -0.667 1.000 -0.098  C2 1.408, C3 1.564, C4 1.527, H19 1.097
7 N 0.714 -2.346 1.640  C5 1.248, N8 1.132
8 N 0.192 -1.358 1.454  N7 1.132
9 H 2.178 1.503 -1.608  C1 1.083
10 H -0.228 3.155 -0.334  C3 1.087
11 H -1.927 2.695 -0.514  C3 1.087
12 H -0.789 2.360 -1.819  C3 1.086
13 H -2.662 0.290 -0.469  C4 1.084
14 H -1.499 -0.983 -0.124  C4 1.087
15 H -1.503 -0.195 -1.709  C4 1.087
16 H 0.948 -4.327 1.360  C5 1.075
17 H 2.088 -3.493 2.567  C5 1.075
18 H 2.666 0.123 -0.554  C1 1.081
19 H -0.804 1.110 0.985  C6 1.097



x.
The following is a DFT calculation (wB97M-V/def2-TZVPD) of an isolated ion of composition C6H11N2 and charge +1.

- Highest occupied orbital energy (alpha / beta): -13.29 / -13.61 eV
- Net charge: +1

Bonds (Å) are listed after each position.
Geometry (Å):
1 C 0.571 -0.531 -0.729  C2 1.332, N8 1.487, H9 1.082
2 C -0.222 0.262 -1.447  C1 1.332, C5 1.367
3 C -0.424 1.846 1.123  C4 1.509, N7 1.390, H10 1.026, H11 1.096
4 C -0.503 0.353 1.328  C3 1.509, N7 1.375, N8 1.490, H12 1.145
5 C -0.644 0.652 -2.688  C2 1.367, H13 1.083, H14 1.004, H15 1.054
6 C 0.674 -1.863 1.299  N8 1.508, H16 1.120, H17 1.151, H18 1.120
7 N -1.322 1.024 0.451  C3 1.390, C4 1.375
8 N 0.609 -0.458 0.756  C1 1.487, C4 1.490, C6 1.508, H19 1.137
9 H 1.364 -1.234 -0.943  C1 1.082
10 H -0.882 2.537 1.727  C3 1.026
11 H 0.498 2.212 0.656  C3 1.096
12 H -0.754 -0.138 2.332  C4 1.145
13 H -1.212 -0.135 -3.168  C5 1.083
14 H 0.125 0.958 -3.256  C5 1.004
15 H -1.413 1.374 -2.670  C5 1.054
16 H 0.671 -1.974 2.414  C6 1.120
17 H -0.131 -2.603 0.941  C6 1.151
18 H 1.488 -2.443 0.794  C6 1.120
19 H 1.507 0.161 1.080  N8 1.137



y.
The following is a DFT calculation (wB97M-V/def2-TZVPD) of an isolated ion of composition C6H11N2 and charge +1.

- SMILES string: [NH2+]=C1NCCC12CC2
- Highest occupied orbital energy: -14.50 eV
- Net charge: +1

Bonds (Å) are listed after each position.
Geometry (Å):
1 C 0.006 1.120 0.517  C6 1.883, N7 1.303, N8 1.313
2 C -1.128 -0.710 -1.438  C3 1.549, C6 1.511, H9 1.053, H10 1.079
3 C 0.127 -0.064 -2.075  C2 1.549, C6 1.471, H11 1.100, H12 1.155
4 C 0.857 -1.317 0.325  C5 1.572, C6 1.547, H13 1.111, H14 1.062
5 C 0.233 -0.932 1.715  C4 1.572, N7 1.529, H15 1.105, H16 1.136
6 C 0.105 -0.366 -0.636  C1 1.883, C2 1.511, C3 1.471, C4 1.547
7 N 0.151 0.595 1.701  C1 1.303, C5 1.529, H17 0.993
8 N -0.119 2.401 0.257  C1 1.313, H18 1.012, H19 1.040
9 H -1.972 -0.083 -1.388  C2 1.053
10 H -1.460 -1.733 -1.360  C2 1.079
11 H 0.751 -0.715 -2.705  C3 1.100
12 H -0.033 1.022 -2.435  C3 1.155
13 H 1.951 -1.181 0.184  C4 1.111
14 H 0.566 -2.324 0.151  C4 1.062
15 H -0.801 -1.319 1.701  C5 1.105
16 H 0.647 -1.424 2.651  C5 1.136
17 H 0.263 1.146 2.518  N7 0.993
18 H 0.075 2.751 -0.673  N8 1.012
19 H -0.220 3.133 0.989  N8 1.040



y is preferred energetically. Next in line: 330.5 kJ/mol higher.



w.
The following is a DFT calculation (wB97M-V/def2-TZVPD) of one molecule with the formula C5H4O.

- SMILES string: C=C=C=C=CO
- Highest occupied orbital energy: -8.32 eV

Bonds (Å) are listed after each position.
Geometry (Å):
1 O 1.014 0.238 -2.492  C2 1.342, H7 0.968
2 C 0.401 1.000 -1.572  O1 1.342, C3 1.332, H8 1.084
3 C -0.712 0.698 -0.907  C2 1.332, C4 1.276
4 C -1.104 0.205 0.203  C3 1.276, C5 1.281
5 C -1.103 -0.357 1.354  C4 1.281, C6 1.321
6 C -0.282 -0.888 2.243  C5 1.321, H9 1.092, H10 1.080
7 H 0.583 -0.628 -2.526  O1 0.968
8 H 0.924 1.939 -1.436  C2 1.084
9 H 0.769 -0.831 1.948  C6 1.092
10 H -0.489 -1.376 3.184  C6 1.080



x.
The following is a DFT calculation (wB97M-V/def2-TZVPD) of a 2-piece molecular cluster, C5H4O overall.

- Highest occupied orbital energy: -9.43 eV

Bonds (Å) are listed after each position.
Geometry (Å):
1 C -2.260 0.510 0.063  C2 1.251, C3 1.276
2 C -2.693 1.671 0.235  C1 1.251
3 C -2.070 -0.736 -0.132  C1 1.276, C4 1.316
4 C -1.917 -2.043 -0.102  C3 1.316, H7 1.159, H8 1.098
5 C 1.870 1.473 -0.339  O6 1.201, H9 1.125, H10 1.139
6 O 1.034 0.970 0.360  C5 1.201
7 H -1.007 -2.656 0.274  C4 1.159
8 H -2.755 -2.698 -0.373  C4 1.098
9 H 2.099 1.470 -1.441  C5 1.125
10 H 2.508 2.273 0.161  C5 1.139



y.
The following is a DFT calculation (wB97M-V/def2-TZVPD) of one molecule with the formula C5H4O.

- SMILES string: C#CCOC#C
- Highest occupied orbital energy: -9.55 eV

Bonds (Å) are listed after each position.
Geometry (Å):
1 C -0.928 0.740 -1.528  C4 1.184, H7 1.038
2 C -0.001 -0.048 1.456  C3 1.211, O6 1.354
3 C -1.126 0.296 1.742  C2 1.211, H8 1.007
4 C 0.044 0.149 -1.199  C1 1.184, C5 1.664
5 C 1.294 -0.565 -0.365  C4 1.664, O6 1.385, H9 1.160, H10 1.066
6 O 1.185 -0.532 1.015  C2 1.354, C5 1.385
7 H -1.913 0.963 -1.770  C1 1.038
8 H -2.019 0.688 1.991  C3 1.007
9 H 1.275 -1.660 -0.746  C5 1.160
10 H 2.188 -0.032 -0.597  C5 1.066



w is preferred energetically. Next in line: 95.3 kJ/mol higher.